(1)
{
  "formula": "CH12O5",
  "method": "ωB97M-V/def2-TZVPD",
  "species": ["C", "O", "H", "H", "H", "H", "H", "H", "O", "H", "H", "O", "H", "H", "O", "H", "H", "O"],
  "positions_angstrom": [[-0.13, -1.90, -1.34], [-1.05, -2.94, -0.92], [0.60, -1.67, -0.51], [-0.63, -0.94, -1.50], [0.45, -2.16, -2.28], [-1.13, -3.49, -1.72], [-1.22, 3.98, 1.28], [-1.61, 3.93, -0.15], [-0.98, 3.61, 0.45], [1.71, 0.08, 0.81], [3.03, -0.45, 1.35], [2.06, -0.59, 1.45], [-0.97, -1.59, 1.38], [-0.65, -0.45, 2.30], [-1.37, -0.85, 1.85], [0.22, 2.06, -0.15], [0.88, 1.97, -1.56], [0.79, 1.40, -0.75]],
  "nbo_charge": [-0.274, -0.730, 0.188, 0.182, 0.164, 0.467, 0.481, 0.475, -0.946, 0.491, 0.470, -0.963, 0.477, 0.467, -0.943, 0.509, 0.474, -0.989],
  "total_charge": 0,
  "smiles": "CO.O.O.O.O",
  "multiplicity": 1
}


(2)
{
  "formula": "CH12O5",
  "method": "ωB97M-V/def2-TZVPD",
  "species": ["C", "O", "H", "H", "H", "H", "H", "H", "O", "H", "H", "O", "H", "H", "O", "H", "H", "O"],
  "positions_angstrom": [[1.68, -1.36, -0.53], [0.63, -0.40, -0.75], [1.46, -2.32, -0.99], [2.61, -0.90, -0.88], [1.69, -1.50, 0.54], [0.48, -0.39, -1.70], [-0.61, -0.85, 1.30], [0.08, 0.16, 2.20], [-0.19, -0.77, 2.17], [-2.01, -0.75, -1.29], [-2.72, -1.71, -0.39], [-2.75, -0.80, -0.69], [2.08, 2.49, -0.59], [1.38, 1.30, 0.08], [2.00, 2.02, 0.24], [-2.60, 1.52, 0.54], [-1.47, 2.38, -0.02], [-1.74, 1.90, 0.77]],
  "nbo_charge": [-0.267, -0.755, 0.169, 0.179, 0.215, 0.465, 0.476, 0.479, -0.952, 0.467, 0.472, -0.938, 0.461, 0.487, -0.957, 0.480, 0.464, -0.943],
  "total_charge": 0,
  "smiles": "CO.O.O.O.O",
  "multiplicity": 1
}


Most stable structure - (2); separation to the second - 0.307 eV.


(1)
{
  "formula": "C3H10N2S2",
  "method": "ωB97M-V/def2-TZVPD",
  "species": ["S", "S", "C", "C", "C", "N", "N", "H", "H", "H", "H", "H", "H", "H", "H", "H", "H"],
  "positions_angstrom": [[-3.09, 2.59, -0.09], [-2.41, 0.72, -0.80], [-1.08, 0.41, 0.45], [0.07, -0.38, -0.17], [1.41, 0.11, 0.38], [2.60, -0.53, -0.13], [-0.17, -1.83, 0.08], [-3.42, 2.99, -1.32], [-0.74, 1.36, 0.85], [-1.63, -0.12, 1.23], [0.03, -0.27, -1.25], [1.45, 1.18, 0.12], [1.32, 0.17, 1.46], [2.51, -1.55, -0.06], [2.67, -0.34, -1.13], [0.27, -2.43, -0.61], [0.22, -2.09, 0.98]],
  "nbo_charge": [-0.154, 0.072, -0.517, -0.089, -0.233, -0.816, -0.842, 0.138, 0.224, 0.231, 0.195, 0.193, 0.187, 0.348, 0.354, 0.360, 0.350],
  "total_charge": 0,
  "smiles": "NC[C@@H](N)CSS",
  "multiplicity": 1
}


(2)
{
  "formula": "C3H10N2S2",
  "method": "ωB97M-V/def2-TZVPD",
  "species": ["S", "S", "C", "C", "C", "N", "N", "H", "H", "H", "H", "H", "H", "H", "H", "H", "H"],
  "positions_angstrom": [[0.62, -3.48, -0.98], [1.65, -2.05, 0.29], [1.18, -0.55, -0.55], [-0.04, 0.21, 0.14], [-0.05, 1.81, 0.02], [-0.77, 2.29, 1.29], [-1.11, -0.47, -0.56], [0.14, -4.05, 0.13], [2.16, 0.05, -0.27], [1.16, -0.90, -1.58], [-0.07, 0.09, 1.23], [1.00, 2.05, 0.22], [-0.37, 2.08, -1.04], [-1.48, 1.55, 1.42], [-1.15, 3.23, 1.08], [-2.03, -0.44, -0.11], [-0.85, -1.42, -0.73]],
  "nbo_charge": [-0.179, 0.115, -0.560, -0.060, -0.242, -0.837, -0.863, 0.147, 0.230, 0.245, 0.181, 0.183, 0.196, 0.349, 0.368, 0.357, 0.372],
  "total_charge": 0,
  "smiles": "NC[C@@H](N)CSS",
  "multiplicity": 1
}


Most stable structure - (1); separation to the second - 1.054 eV.


(1)
{
  "formula": "C7H8N2O2",
  "method": "ωB97M-V/def2-TZVPD",
  "species": ["C", "C", "C", "C", "C", "C", "C", "H", "H", "H", "H", "H", "H", "H", "H", "N", "N", "O", "O"],
  "positions_angstrom": [[-2.43, -0.54, -0.21], [-1.26, -0.77, 0.76], [0.13, -0.33, 0.10], [1.19, -1.29, 0.24], [2.47, -0.86, -0.05], [2.83, 0.46, -0.33], [1.65, 1.18, -0.37], [-0.97, 1.55, 0.27], [-3.59, 1.19, -0.95], [-0.96, -1.75, 1.09], [-1.56, -0.04, 1.52], [1.07, -2.41, 0.19], [3.32, -1.60, -0.20], [3.85, 0.82, -0.55], [1.82, 2.25, -0.70], [-2.68, 0.82, -0.36], [0.31, 0.95, -0.18], [-2.09, 1.87, 0.48], [-3.09, -1.50, -0.74]],
  "nbo_charge": [0.632, -0.545, 0.307, -0.315, -0.115, -0.280, 0.082, 0.492, 0.416, 0.244, 0.264, 0.250, 0.217, 0.254, 0.191, -0.378, -0.488, -0.601, -0.628],
  "total_charge": 0,
  "smiles": "O=C(Cc1ccccn1)NO",
  "multiplicity": 1
}


(2)
{
  "formula": "C7H8N2O2",
  "method": "ωB97M-V/def2-TZVPD",
  "species": ["C", "C", "C", "C", "C", "C", "C", "H", "H", "H", "H", "H", "H", "H", "H", "N", "N", "O", "O"],
  "positions_angstrom": [[1.49, 0.38, 0.02], [0.24, -0.14, 0.05], [-0.07, -1.49, -0.65], [-1.48, -1.47, -0.07], [-1.97, -0.13, -0.03], [-0.79, 0.71, 0.43], [0.67, 2.46, 0.76], [2.79, -1.05, -0.57], [0.07, -1.62, -1.70], [0.46, -2.34, -0.26], [-1.20, -2.02, 0.96], [-2.30, -2.11, -0.66], [-2.19, -0.29, -1.20], [-2.98, -0.04, 0.60], [2.64, 2.14, 0.29], [-0.65, 1.91, 0.65], [1.70, 1.60, 0.69], [2.69, 0.01, -0.65], [0.87, 3.47, 1.34]],
  "nbo_charge": [0.576, -0.255, -0.429, -0.384, -0.465, 0.289, 0.728, 0.502, 0.216, 0.209, 0.192, 0.209, 0.249, 0.244, 0.433, -0.463, -0.601, -0.686, -0.564],
  "total_charge": 0,
  "smiles": "O=c1nc2c(c(O)[nH]1)CCC2",
  "multiplicity": 1
}


(3)
{
  "formula": "C7H8N2O2",
  "method": "ωB97M-V/def2-TZVPD",
  "species": ["C", "C", "C", "C", "C", "C", "C", "H", "H", "H", "H", "H", "H", "H", "H", "N", "N", "O", "O"],
  "positions_angstrom": [[1.07, 1.97, 0.09], [0.19, 0.73, 0.04], [-1.17, 0.74, 0.14], [-1.99, -0.47, -0.06], [-0.11, -1.68, 0.16], [0.74, -0.57, 0.09], [2.11, -0.98, 0.00], [0.46, 2.93, -0.18], [1.90, 1.93, -0.66], [1.42, 1.96, 1.17], [-1.70, 1.66, 0.29], [-3.92, 0.27, -0.47], [-3.75, -1.36, -0.34], [0.18, -2.69, 0.20], [3.85, -0.28, -0.32], [-3.36, -0.50, -0.11], [-1.44, -1.65, 0.12], [2.98, 0.09, -0.17], [2.53, -2.12, 0.02]],
  "nbo_charge": [-0.650, 0.102, -0.320, 0.431, 0.136, -0.323, 0.789, 0.215, 0.258, 0.240, 0.210, 0.389, 0.397, 0.221, 0.495, -0.779, -0.492, -0.712, -0.605],
  "total_charge": 0,
  "smiles": "Cc1cc(N)ncc1C(=O)O",
  "multiplicity": 1
}


Most stable structure - (3); separation to the second - 3.863 eV.


(1)
{
  "formula": "C7H12N2O",
  "method": "ωB97M-V/def2-TZVPD",
  "species": ["C", "C", "N", "C", "C", "C", "C", "C", "O", "N", "H", "H", "H", "H", "H", "H", "H", "H", "H", "H", "H", "H"],
  "positions_angstrom": [[-0.70, 0.26, -2.95], [0.76, -1.48, 2.19], [-0.47, -0.10, 0.29], [0.55, 0.14, -0.56], [0.03, 1.02, -1.87], [-0.26, -0.45, 1.79], [1.87, 0.08, -0.52], [-1.12, 0.03, 2.71], [-1.75, -0.40, -0.21], [0.22, 2.29, -1.99], [-2.22, 0.44, -0.07], [0.68, 2.67, -1.16], [-0.47, 0.69, -3.93], [-0.39, -0.79, -2.96], [-1.77, 0.32, -2.78], [0.56, -1.90, 3.18], [0.76, -2.32, 1.48], [1.77, -1.04, 2.22], [2.48, 0.48, -1.33], [2.41, -0.47, 0.25], [-1.90, 0.73, 2.44], [-1.02, -0.21, 3.76]],
  "nbo_charge": [-0.686, -0.666, -0.196, 0.129, 0.323, 0.181, -0.531, -0.414, -0.523, -0.633, 0.470, 0.343, 0.233, 0.222, 0.236, 0.228, 0.230, 0.223, 0.224, 0.198, 0.199, 0.211],
  "total_charge": 0,
  "smiles": "[H]/N=C(/C)C(=C)N(O)C(=C)C",
  "multiplicity": 1
}


(2)
{
  "formula": "C7H12N2O",
  "method": "ωB97M-V/def2-TZVPD",
  "species": ["C", "N", "C", "C", "C", "N", "C", "C", "C", "H", "H", "H", "H", "H", "H", "H", "H", "H", "H", "O", "H", "H"],
  "positions_angstrom": [[-0.35, -2.13, -0.92], [-0.01, -1.53, 0.36], [-0.28, -0.10, 0.49], [0.57, 0.76, -0.47], [1.97, 1.15, -0.03], [2.84, 0.17, 0.26], [-1.70, 0.25, 0.32], [-2.87, 0.56, 0.16], [-4.27, 0.90, -0.05], [-1.31, -1.76, -1.33], [0.44, -1.95, -1.66], [-0.43, -3.22, -0.79], [-0.46, -2.02, 1.12], [0.02, 0.18, 1.52], [0.68, 0.24, -1.44], [0.04, 1.69, -0.68], [-4.41, 1.99, 0.01], [-4.61, 0.56, -1.04], [-4.91, 0.43, 0.71], [2.25, 2.32, 0.25], [2.47, -0.77, 0.44], [3.76, 0.51, 0.57]],
  "nbo_charge": [-0.427, -0.629, -0.108, -0.501, 0.665, -0.836, -0.068, 0.020, -0.685, 0.186, 0.189, 0.208, 0.369, 0.229, 0.223, 0.253, 0.239, 0.236, 0.236, -0.627, 0.416, 0.411],
  "total_charge": 0,
  "smiles": "CC#C[C@H](CC(N)=O)NC",
  "multiplicity": 1
}


Most stable structure - (2); separation to the second - 2.830 eV.


(1)
{
  "formula": "C7H12N2O",
  "method": "ωB97M-V/def2-TZVPD",
  "species": ["C", "C", "C", "N", "C", "C", "C", "C", "N", "H", "H", "H", "H", "H", "H", "H", "H", "H", "H", "O", "H", "H"],
  "positions_angstrom": [[1.96, -1.85, 0.13], [0.78, -1.42, -0.74], [-0.13, -0.34, -0.11], [-1.13, 0.13, -1.08], [-2.43, 0.30, -0.42], [-2.26, -0.50, 0.85], [-0.99, -0.84, 1.03], [0.72, 0.85, 0.39], [1.57, 1.49, -0.41], [2.38, -2.79, -0.25], [2.76, -1.09, 0.12], [1.66, -2.01, 1.17], [1.14, -1.05, -1.71], [0.13, -2.28, -0.95], [-0.84, 0.94, -1.61], [-2.66, 1.35, -0.18], [-3.25, -0.08, -1.04], [-3.09, -0.74, 1.51], [-0.58, -1.39, 1.87], [0.95, 1.12, 1.59], [1.29, 1.55, -1.39], [2.13, 2.04, 0.43]],
  "nbo_charge": [-0.620, -0.383, -0.018, -0.615, -0.252, -0.185, -0.174, 0.655, -0.870, 0.216, 0.214, 0.210, 0.204, 0.220, 0.359, 0.184, 0.197, 0.219, 0.230, -0.653, 0.399, 0.462],
  "total_charge": 0,
  "smiles": "CC[C@]1(C(N)=O)C=CCN1",
  "multiplicity": 1
}


(2)
{
  "formula": "C7H12N2O",
  "method": "ωB97M-V/def2-TZVPD",
  "species": ["C", "C", "C", "N", "C", "C", "C", "C", "N", "O", "H", "H", "H", "H", "H", "H", "H", "H", "H", "H", "H", "H"],
  "positions_angstrom": [[0.00, 1.39, -1.21], [3.06, 0.43, 1.22], [-2.28, -1.36, -0.78], [-0.09, 0.41, -0.15], [0.63, -0.62, 0.10], [2.42, 0.11, -0.11], [-1.85, -0.19, 0.03], [-2.62, 0.58, 0.78], [0.62, -1.54, 0.93], [2.99, 0.15, -1.16], [0.52, -2.53, 0.76], [1.03, 1.59, -1.51], [-0.56, 1.05, -2.08], [-0.44, 2.32, -0.85], [3.43, -0.50, 1.65], [3.88, 1.14, 1.10], [2.30, 0.83, 1.90], [-3.37, -1.46, -0.76], [-1.98, -1.22, -1.82], [-1.80, -2.28, -0.44], [-3.65, 0.29, 1.01], [-2.23, 1.40, 1.37]],
  "nbo_charge": [-0.413, -0.744, -0.696, -0.415, 0.523, 0.522, 0.225, -0.458, -0.854, -0.570, 0.403, 0.236, 0.198, 0.207, 0.252, 0.227, 0.230, 0.234, 0.225, 0.235, 0.212, 0.220],
  "total_charge": 0,
  "multiplicity": 1
}


Most stable structure - (1); separation to the second - 3.751 eV.


(1)
{
  "formula": "C7H12N2O",
  "method": "ωB97M-V/def2-TZVPD",
  "species": ["C", "C", "C", "C", "C", "C", "C", "N", "N", "O", "H", "H", "H", "H", "H", "H", "H", "H", "H", "H", "H", "H"],
  "positions_angstrom": [[-1.92, 0.76, 0.45], [-2.83, -0.09, -0.12], [0.43, 0.84, 0.77], [-4.29, -0.03, -0.32], [3.53, -0.96, -0.55], [1.71, 0.18, 0.78], [2.51, 0.19, -0.53], [-0.83, -1.06, -0.18], [-0.66, 0.25, 0.38], [-2.20, -1.22, -0.53], [-1.94, 1.65, 0.99], [0.32, 1.86, 0.81], [-4.53, 0.98, -0.62], [-4.90, -0.22, 0.61], [-4.55, -0.72, -1.08], [4.27, -0.76, -1.26], [4.00, -1.01, 0.39], [2.97, -1.86, -0.82], [2.26, 0.76, 1.53], [1.50, -0.80, 1.34], [3.21, 1.07, -0.53], [1.94, 0.18, -1.50]],
  "nbo_charge": [-0.174, 0.338, -0.086, -0.666, -0.593, -0.459, -0.391, -0.150, -0.090, -0.303, 0.218, 0.186, 0.233, 0.238, 0.243, 0.201, 0.197, 0.207, 0.217, 0.228, 0.194, 0.213],
  "total_charge": 0,
  "multiplicity": 1
}


(2)
{
  "formula": "C7H12N2O",
  "method": "ωB97M-V/def2-TZVPD",
  "species": ["C", "C", "C", "C", "C", "C", "C", "N", "N", "O", "H", "H", "H", "H", "H", "H", "H", "H", "H", "H", "H", "H"],
  "positions_angstrom": [[-0.13, -1.66, 1.38], [1.36, 0.44, -1.92], [0.47, -0.37, 1.60], [0.79, -0.09, -0.80], [-1.89, -0.62, 0.19], [0.96, 1.97, 0.74], [0.77, 0.46, 0.56], [-2.75, -1.25, -0.71], [-1.61, 0.61, 0.23], [-1.57, -1.56, 1.09], [-0.28, -2.27, 2.34], [0.46, -2.28, 0.73], [1.33, -0.10, -3.02], [1.79, 1.43, -1.83], [0.84, -0.11, 2.54], [0.28, -0.96, -1.06], [1.84, 2.43, 1.18], [0.16, 2.12, 1.44], [0.68, 2.35, -0.22], [-2.67, -2.20, -0.82], [-3.58, -0.71, -0.86], [-1.82, 1.19, -0.61]],
  "nbo_charge": [-0.121, -0.391, -0.270, -0.240, 0.698, -0.668, 0.094, -0.864, -0.770, -0.512, 0.203, 0.194, 0.215, 0.188, 0.209, 0.193, 0.229, 0.245, 0.215, 0.392, 0.393, 0.370],
  "total_charge": 0,
  "smiles": "[H]/N=C(\\N)OC/C=C(/C)C=C",
  "multiplicity": 1
}


(3)
{
  "formula": "C7H12N2O",
  "method": "ωB97M-V/def2-TZVPD",
  "species": ["C", "C", "C", "C", "N", "O", "H", "H", "H", "H", "H", "H", "H", "C", "C", "C", "N", "H", "H", "H", "H", "H"],
  "positions_angstrom": [[-1.97, 1.12, 0.90], [-0.91, -2.14, -1.04], [-1.07, -0.08, 1.14], [-0.49, -0.71, -0.87], [-0.47, 0.09, -1.84], [-1.44, -1.11, 1.68], [-0.14, 1.02, -1.60], [-2.79, 0.86, 0.23], [-1.46, 1.98, 0.47], [-2.39, 1.44, 1.86], [-1.99, -2.21, -1.14], [-0.42, -2.60, -1.90], [-0.66, -2.73, -0.16], [1.11, -0.36, 0.52], [2.31, 0.16, -0.12], [2.55, 1.46, -0.32], [0.34, 0.38, 1.37], [0.52, 1.37, 1.43], [1.07, -1.42, 0.74], [3.02, -0.58, -0.45], [1.84, 2.24, -0.05], [3.44, 1.79, -0.84]],
  "nbo_charge": [-0.703, -0.716, 0.690, 0.230, -0.643, -0.555, 0.329, 0.246, 0.214, 0.248, 0.239, 0.229, 0.226, 0.072, -0.254, -0.348, -0.712, 0.380, 0.209, 0.223, 0.185, 0.212],
  "total_charge": 0,
  "multiplicity": 1
}


Most stable structure - (2); separation to the second - 0.405 eV.